# 1
Density functional theory data (the ωB97M-V functional and the def2-TZVPD basis) for a molecular structure, C26H29N5S2SeV.

maximum force = 1.5 eV/A
⟨S²⟩ = 3.77
HOMO-LUMO gap (alpha / beta) = 6.4 / 7.2 eV
ΔE to the lowest compared entry with this formula, charge and spin = 30.3 kcal/mol
2S+1 = 4

Cartesian coordinates (Å):
V: -1.1221 -0.1362 -0.8086
C: -2.7238 -2.4937 3.9237
N: -1.5810 -1.7377 3.4385
C: -0.2544 -2.0788 3.6702
C: 0.5070 -1.1735 3.0526
N: -0.3597 -0.2766 2.4216
C: -1.6808 -0.6169 2.6727
S: -3.0915 0.1497 2.2166
C: 0.0910 0.9176 1.8097
C: 1.2386 1.5585 2.2602
C: 1.6049 2.7428 1.6523
C: 0.7924 3.2726 0.6610
C: -0.3201 2.5506 0.2887
N: -0.6451 1.3597 0.8167
H: -2.4618 -2.9410 4.8799
H: -2.9997 -3.2727 3.2117
H: -3.5632 -1.8159 4.0438
H: 0.0213 -2.9473 4.2414
H: 1.5732 -1.1178 2.9372
H: 1.8181 1.1487 3.0734
H: 2.5024 3.2599 1.9670
H: 1.0147 4.2158 0.1843
H: -0.9891 2.9190 -0.4832
C: -1.6881 -0.2072 -2.8660
H: -2.2929 0.6751 -3.1511
H: -2.3169 -1.0717 -3.1194
H: -0.8386 -0.2294 -3.5537
N: -0.1347 -3.2674 0.3606
C: -1.4332 -3.0760 0.0321
N: -1.9351 -1.9466 -0.3903
C: -3.3349 -2.0739 -0.5766
C: -4.1983 -1.0680 -0.9945
C: -5.5380 -1.3613 -1.1565
C: -6.0346 -2.6424 -0.9015
C: -5.1905 -3.6433 -0.4581
C: -3.8455 -3.3341 -0.2951
S: -2.5641 -4.3788 0.2423
H: 0.5435 -2.5875 0.0213
H: 0.1970 -4.2178 0.3503
H: -3.8389 -0.0640 -1.1810
H: -6.2124 -0.5830 -1.4877
H: -7.0847 -2.8543 -1.0528
H: -5.5645 -4.6374 -0.2493
C: 5.5274 3.9469 -1.9565
C: 4.4863 2.8894 -1.6893
C: 4.7903 1.7368 -0.9785
C: 3.8535 0.7267 -0.7686
C: 4.2779 -0.4954 0.0029
C: 2.5547 0.8615 -1.2930
Se: 1.3352 -0.5995 -1.0488
C: 2.2247 2.0274 -1.9959
C: 0.8732 2.2606 -2.6169
C: 3.1925 3.0142 -2.1743
H: 6.4782 3.6896 -1.4888
H: 5.2170 4.9223 -1.5755
H: 5.7035 4.0605 -3.0280
H: 5.7907 1.6118 -0.5740
H: 5.2925 -0.3702 0.3843
H: 4.2472 -1.3898 -0.6228
H: 3.5995 -0.6878 0.8380
H: 0.1227 1.5587 -2.2637
H: 0.9170 2.1306 -3.7010
H: 0.5312 3.2802 -2.4237
H: 2.9192 3.9076 -2.7307

Here are the natural (NBO) charges for atoms 1 to 4, given in e: V 1.0265; C -0.4093; N -0.3732; C -0.0524

=====

# 2
Density functional theory data (the ωB97M-V functional and the def2-TZVPD basis) for a molecular structure, C31H39Cl5N2OPRbS2.

total charge = -2
maximum force = 0.7 eV/A
HOMO-LUMO gap = 5.5 eV
ΔE to the lowest compared entry with this formula, charge and spin = 9.9 kcal/mol
2S+1 = 1

Cartesian coordinates (Å):
Rb: -0.4196 -0.3791 -0.1291
C: 3.2583 -1.0679 0.1649
N: 2.3537 -2.1391 0.5865
C: 2.3435 -3.2392 -0.3712
C: 1.6775 -2.9294 -1.7029
N: 0.2236 -2.8759 -1.6632
C: -0.2888 -2.4047 -2.9607
C: -0.4540 -4.0816 -1.2643
C: 0.1928 -5.3181 -1.3497
C: -0.4307 -6.5080 -0.9944
C: -1.7475 -6.4617 -0.5578
C: -2.4068 -5.2416 -0.4810
C: -1.8047 -4.0123 -0.8166
S: -2.7359 -2.5294 -0.6781
C: 2.6359 -2.5516 1.9348
C: 3.2950 -3.7602 2.1773
C: 3.5786 -4.2022 3.4637
C: 3.2028 -3.4104 4.5396
C: 2.5605 -2.1991 4.3129
C: 2.2577 -1.7191 3.0249
S: 1.4600 -0.1675 2.8413
H: 4.2858 -1.4477 0.0370
H: 3.2535 -0.2791 0.9128
H: 2.9343 -0.6380 -0.7865
H: 1.8235 -4.0715 0.0943
H: 3.3686 -3.5740 -0.6010
H: 2.0335 -3.6788 -2.4269
H: 2.0195 -1.9670 -2.0844
H: -0.1042 -3.1517 -3.7487
H: 0.2098 -1.4743 -3.2532
H: -1.3602 -2.2326 -2.8802
H: 1.2179 -5.3644 -1.6989
H: 0.1085 -7.4461 -1.0605
H: -2.2628 -7.3735 -0.2757
H: -3.4318 -5.1994 -0.1354
H: 3.5945 -4.3863 1.3459
H: 4.0843 -5.1505 3.6128
H: 3.4060 -3.7340 5.5556
H: 2.2561 -1.5782 5.1478
Cl: -3.7822 2.7130 -6.9903
C: -2.4176 1.9665 -6.2138
C: -2.2300 2.0723 -4.8316
Cl: -3.3963 2.9366 -3.8780
C: -1.1243 1.5094 -4.2216
Cl: -0.8830 1.6385 -2.5059
C: -0.0873 0.8056 -4.9355
O: 0.9180 0.3184 -4.3815
C: -0.3496 0.7004 -6.3501
Cl: 0.8320 -0.1773 -7.2699
C: -1.4613 1.2615 -6.9565
Cl: -1.6895 1.0930 -8.6718
C: -2.6178 3.9805 3.4164
C: -2.1052 2.6534 2.8562
C: -1.5377 1.7663 3.9738
P: -0.9098 2.6286 1.4304
C: 0.7197 3.2013 2.1037
C: 0.7972 4.4130 3.0353
C: 1.6837 3.3375 0.9205
C: -1.4977 3.9474 0.2540
C: -1.3349 5.4325 0.5839
C: -2.9450 3.6191 -0.1400
H: -3.3239 3.7766 4.2308
H: -3.1476 4.5693 2.6672
H: -1.8135 4.5942 3.8252
H: -2.9687 2.1314 2.4361
H: -0.7635 2.2955 4.5392
H: -1.0763 0.8507 3.5962
H: -2.3325 1.4865 4.6738
H: 1.0487 2.3288 2.6729
H: 0.3739 5.3174 2.5958
H: 1.8494 4.6173 3.2695
H: 0.2905 4.2237 3.9828
H: 1.4285 4.1922 0.2821
H: 1.6808 2.4372 0.3009
H: 2.7062 3.4787 1.2849
H: -0.8847 3.7506 -0.6293
H: -1.7746 5.7047 1.5446
H: -1.8306 6.0308 -0.1907
H: -0.2845 5.7273 0.5980
H: -3.6451 3.8881 0.6592
H: -3.0743 2.5559 -0.3583
H: -3.2282 4.1707 -1.0404

Here are the Löwdin charges for atoms 1 to 4, given in e: Rb 0.4847; C -0.0976; N -0.1670; C -0.2036

=====

# 3
Density functional theory data (the ωB97M-V functional and the def2-TZVPD basis) for a molecular structure, C28H44Cl5I2MoN4O2S3Si.

total charge = +3
maximum force = 2.1 eV/A
HOMO-LUMO gap = 4.4 eV
ΔE to the lowest compared entry with this formula, charge and spin = 12.9 kcal/mol
2S+1 = 1

Cartesian coordinates (Å):
Mo: -0.9423 -0.9506 -0.2997
I: 0.0838 -2.1087 2.0726
C: -0.0611 -4.0250 1.1476
I: -0.3204 -3.7168 -0.9401
H: -0.9343 -4.5367 1.5367
H: 0.8510 -4.5803 1.3398
Cl: -2.9886 1.2055 1.8523
C: -3.8152 2.1739 0.6071
Cl: -3.4201 1.6121 -1.0282
H: -3.4895 3.2020 0.7031
H: -4.8831 2.0784 0.7616
Cl: 2.9855 -2.7695 4.4202
C: 2.8196 -1.0844 4.0588
C: 3.5434 -0.5383 3.0125
C: 3.3513 0.7978 2.7026
C: 2.4699 1.6095 3.4139
C: 2.3177 3.0521 2.9664
C: 0.9021 3.4246 2.5074
N: 0.4878 2.6701 1.3154
C: 0.3380 3.1377 0.0262
C: -0.1066 2.0957 -0.7145
N: -0.2307 0.9813 0.1112
C: 0.1480 1.3920 1.3288
O: 2.6143 3.9910 3.9566
C: 3.9863 4.4260 3.9797
C: 4.3397 5.2057 2.7515
C: 3.7705 6.4006 2.3943
Cl: 2.5537 7.2452 3.2631
S: 4.4029 7.0423 0.9357
C: 5.4573 5.7010 0.7669
C: 5.3199 4.8099 1.7920
C: 1.7868 1.0312 4.4877
Cl: 0.6824 1.9476 5.4522
C: 1.9470 -0.3120 4.8080
H: 4.2551 -1.1446 2.4682
H: 3.9149 1.2363 1.8857
H: 2.9787 3.1654 2.0967
H: 0.8943 4.4889 2.2821
H: 0.1603 3.2292 3.2773
H: 0.5443 4.1628 -0.2336
H: -0.3698 2.0825 -1.7566
H: 0.1465 0.8059 2.2319
H: 4.6524 3.5640 4.0780
H: 4.0625 5.0186 4.8884
H: 6.1436 5.6581 -0.0646
H: 5.9239 3.9172 1.8920
H: 1.4052 -0.7397 5.6412
C: 0.8123 -1.7395 -5.7715
C: 0.5271 -2.4244 -4.4468
N: -0.9199 -2.5220 -4.1797
C: -1.6408 -1.6994 -3.4416
S: -0.9210 -0.3079 -2.6053
N: -2.9526 -1.8268 -3.3592
C: -3.7709 -2.7702 -4.1440
C: -3.9750 -2.3183 -5.5833
H: 1.8845 -1.7436 -5.9657
H: 0.4661 -0.7051 -5.7630
H: 0.3288 -2.2612 -6.5985
H: 0.9657 -1.8817 -3.6116
H: 0.9201 -3.4411 -4.4344
H: -1.4274 -3.1811 -4.7576
H: -3.4285 -1.0975 -2.8455
H: -4.7243 -2.8488 -3.6248
H: -3.3111 -3.7600 -4.0795
H: -4.5295 -1.3815 -5.6201
H: -4.5477 -3.0713 -6.1229
H: -3.0316 -2.1735 -6.1125
C: -4.1208 -3.9347 -0.0912
Si: -4.1566 -2.1905 0.5293
C: -4.1398 -2.0629 2.3698
C: -5.4309 -1.1605 -0.3191
O: -2.5496 -1.5584 -0.0298
H: -5.1310 -4.3460 0.0043
H: -3.4618 -4.5824 0.4903
H: -3.8405 -4.0058 -1.1437
H: -4.8363 -2.8071 2.7685
H: -4.4602 -1.0832 2.7207
H: -3.1602 -2.2765 2.8016
H: -6.4110 -1.4904 0.0428
H: -5.4346 -1.2869 -1.4040
H: -5.3408 -0.1003 -0.0969
C: 2.9542 -2.3528 -0.3909
S: 1.9496 -0.8700 -0.5981
C: 2.5656 -0.3102 -2.2031
H: 3.9943 -2.0674 -0.5411
H: 2.6838 -3.1371 -1.0957
H: 2.8457 -2.7049 0.6344
H: 2.8272 -1.1623 -2.8277
H: 3.4489 0.3020 -2.0350
H: 1.8017 0.2875 -2.6942

Here are the Löwdin charges for atoms 1 to 4, given in e: Mo 0.8877; I 1.1175; C -0.9276; I 1.1095

=====

Which value of ΔE to the lowest compared entry with this formula, charge and spin does entry 1 give?
30.3 kcal/mol

=====

maximum force of number 1 (C26H29N5S2SeV)?
1.5 eV/A

=====

Copy entry 1 word for word.
Density functional theory data (the ωB97M-V functional and the def2-TZVPD basis) for a molecular structure, C26H29N5S2SeV.

maximum force = 1.5 eV/A
⟨S²⟩ = 3.77
HOMO-LUMO gap (alpha / beta) = 6.4 / 7.2 eV
ΔE to the lowest compared entry with this formula, charge and spin = 30.3 kcal/mol
2S+1 = 4

Cartesian coordinates (Å):
V: -1.1221 -0.1362 -0.8086
C: -2.7238 -2.4937 3.9237
N: -1.5810 -1.7377 3.4385
C: -0.2544 -2.0788 3.6702
C: 0.5070 -1.1735 3.0526
N: -0.3597 -0.2766 2.4216
C: -1.6808 -0.6169 2.6727
S: -3.0915 0.1497 2.2166
C: 0.0910 0.9176 1.8097
C: 1.2386 1.5585 2.2602
C: 1.6049 2.7428 1.6523
C: 0.7924 3.2726 0.6610
C: -0.3201 2.5506 0.2887
N: -0.6451 1.3597 0.8167
H: -2.4618 -2.9410 4.8799
H: -2.9997 -3.2727 3.2117
H: -3.5632 -1.8159 4.0438
H: 0.0213 -2.9473 4.2414
H: 1.5732 -1.1178 2.9372
H: 1.8181 1.1487 3.0734
H: 2.5024 3.2599 1.9670
H: 1.0147 4.2158 0.1843
H: -0.9891 2.9190 -0.4832
C: -1.6881 -0.2072 -2.8660
H: -2.2929 0.6751 -3.1511
H: -2.3169 -1.0717 -3.1194
H: -0.8386 -0.2294 -3.5537
N: -0.1347 -3.2674 0.3606
C: -1.4332 -3.0760 0.0321
N: -1.9351 -1.9466 -0.3903
C: -3.3349 -2.0739 -0.5766
C: -4.1983 -1.0680 -0.9945
C: -5.5380 -1.3613 -1.1565
C: -6.0346 -2.6424 -0.9015
C: -5.1905 -3.6433 -0.4581
C: -3.8455 -3.3341 -0.2951
S: -2.5641 -4.3788 0.2423
H: 0.5435 -2.5875 0.0213
H: 0.1970 -4.2178 0.3503
H: -3.8389 -0.0640 -1.1810
H: -6.2124 -0.5830 -1.4877
H: -7.0847 -2.8543 -1.0528
H: -5.5645 -4.6374 -0.2493
C: 5.5274 3.9469 -1.9565
C: 4.4863 2.8894 -1.6893
C: 4.7903 1.7368 -0.9785
C: 3.8535 0.7267 -0.7686
C: 4.2779 -0.4954 0.0029
C: 2.5547 0.8615 -1.2930
Se: 1.3352 -0.5995 -1.0488
C: 2.2247 2.0274 -1.9959
C: 0.8732 2.2606 -2.6169
C: 3.1925 3.0142 -2.1743
H: 6.4782 3.6896 -1.4888
H: 5.2170 4.9223 -1.5755
H: 5.7035 4.0605 -3.0280
H: 5.7907 1.6118 -0.5740
H: 5.2925 -0.3702 0.3843
H: 4.2472 -1.3898 -0.6228
H: 3.5995 -0.6878 0.8380
H: 0.1227 1.5587 -2.2637
H: 0.9170 2.1306 -3.7010
H: 0.5312 3.2802 -2.4237
H: 2.9192 3.9076 -2.7307

Here are the natural (NBO) charges for atoms 1 to 4, given in e: V 1.0265; C -0.4093; N -0.3732; C -0.0524